Arrangement A

Below is a 2-piece molecular cluster, C5H14NO2 overall, with properties calculated with wB97M-V/def2-TZVPD.

Positions of all 22 atoms, in Å:
C: -0.9695 -0.3153 0.3810
C: -0.4398 1.0653 -0.0837
C: -1.2108 2.1660 0.7099
C: -0.6112 1.2929 -1.5705
N: -0.6322 -1.3922 -0.5524
C: 0.7075 -1.9930 -0.2819
O: 1.0348 -2.1320 1.0104
H: -0.4378 -0.5514 1.3084
H: -2.0435 -0.3078 0.5760
H: 0.5885 1.1344 0.2686
H: -0.8201 2.2130 1.7131
H: -2.2637 1.8654 0.7688
H: -1.2466 3.1149 0.1743
H: -0.2199 2.2931 -1.8087
H: -0.1548 0.5121 -2.1699
H: -1.6783 1.2993 -1.8109
H: -1.3909 -2.0547 -0.5845
H: 0.7133 -2.9543 -0.8483
H: 1.4053 -1.3207 -0.8412
H: 2.4853 -1.6517 1.3958
H: 3.8329 -1.1861 0.7084
O: 3.3516 -1.0972 1.5373

Results
* charge: -1
* multiplicity: 1
* HOMO energy: -3.3 eV
* HOMO-LUMO gap: 7.152 eV

Want to see where the charge sits? The Mulliken charges in e are: atom 1 (C): -0.922, atom 2 (C): 0.757, atom 3 (C): -1.480, atom 4 (C): -1.505, atom 5 (N): -0.335, atom 6 (C): -0.418, atom 7 (O): -0.899, atom 8 (H): 0.283, atom 9 (H): 0.522, atom 10 (H): 0.185, atom 11 (H): 0.389, atom 12 (H): 0.324, atom 13 (H): 0.375, atom 14 (H): 0.412, atom 15 (H): 0.378, atom 16 (H): 0.293, atom 17 (H): 0.228, atom 18 (H): 0.304, atom 19 (H): 0.174, atom 20 (H): 0.435, atom 21 (H): 0.247, atom 22 (O): -0.746

Arrangement B

Below is a 2-piece molecular cluster, C5H14NO2 overall, with properties calculated with wB97M-V/def2-TZVPD.

Positions of all 22 atoms, in Å:
C: 1.0547 0.2540 -1.6410
O: 1.8061 0.6647 -2.6334
C: -0.4686 -0.0269 -1.9912
C: -1.2751 -0.4296 -0.7468
C: -1.4022 0.6728 0.3144
C: 0.3198 0.7262 2.1562
N: -1.0068 0.2315 1.7128
H: 1.3905 -0.7190 -1.1547
H: 1.0555 0.9963 -0.7778
H: -0.4503 -0.8167 -2.7409
H: -0.8617 0.9087 -2.3953
H: -2.2802 -0.7681 -1.0305
H: -0.7958 -1.3107 -0.3045
H: -2.4079 1.0579 0.4941
H: -0.7551 1.5151 0.1001
H: 0.1820 1.8090 2.2853
H: 1.0523 0.7709 1.3434
H: 0.5881 0.1503 3.0331
H: -0.9733 -0.7847 1.6732
H: 1.2736 -1.5256 1.3774
H: 1.9322 -1.4632 0.0341
O: 2.0223 -1.9129 0.8923

Results
* charge: -1
* multiplicity: 1
* HOMO energy: -2.7 eV
* HOMO-LUMO gap: 6.369 eV

Want to see where the charge sits? The Mulliken charges in e are: atom 1 (C): 0.569, atom 2 (O): -0.874, atom 3 (C): -0.989, atom 4 (C): -0.280, atom 5 (C): -0.713, atom 6 (C): -0.999, atom 7 (N): -0.463, atom 8 (H): -0.235, atom 9 (H): -0.039, atom 10 (H): 0.370, atom 11 (H): 0.268, atom 12 (H): 0.280, atom 13 (H): 0.301, atom 14 (H): 0.327, atom 15 (H): 0.437, atom 16 (H): 0.335, atom 17 (H): 0.370, atom 18 (H): 0.382, atom 19 (H): 0.312, atom 20 (H): 0.243, atom 21 (H): 0.150, atom 22 (O): -0.753

Arrangement C

Below is a 2-piece molecular cluster, C5H14NO2 overall, with properties calculated with wB97M-V/def2-TZVPD.

Positions of all 22 atoms, in Å:
C: 0.1957 -0.7336 0.2264
N: 1.0103 0.1550 -0.5325
C: 1.9491 0.9848 0.3080
O: 2.4561 0.2467 1.3282
C: -0.9339 -1.4471 -0.4245
C: -2.2549 -0.5881 -0.6736
C: -2.2213 0.0887 -2.0095
H: 0.8013 -1.4750 0.7433
H: -0.3527 -0.2117 1.0898
H: 1.6187 -0.3394 -1.1639
H: 2.7778 1.3685 -0.3597
H: 1.3468 1.8438 0.6533
H: -1.2593 -2.2375 0.3395
H: -0.6003 -1.8136 -1.3925
H: -3.0486 -1.3159 -0.6151
H: -2.3950 0.1665 0.1094
H: -1.2116 0.4208 -2.2925
H: -2.9182 0.9195 -2.0370
H: -2.4098 -0.5799 -2.8462
H: 2.8753 1.6302 3.8422
H: 2.4240 1.0852 2.4608
O: 2.1506 1.8323 3.2461

Results
* charge: -1
* multiplicity: 1
* HOMO energy: -3.5 eV
* HOMO-LUMO gap: 7.265 eV

Want to see where the charge sits? The Mulliken charges in e are: atom 1 (C): -0.550, atom 2 (N): -0.267, atom 3 (C): -0.453, atom 4 (O): -0.883, atom 5 (C): -0.708, atom 6 (C): -0.363, atom 7 (C): -1.267, atom 8 (H): 0.319, atom 9 (H): 0.229, atom 10 (H): 0.245, atom 11 (H): 0.224, atom 12 (H): 0.259, atom 13 (H): 0.300, atom 14 (H): 0.305, atom 15 (H): 0.366, atom 16 (H): 0.322, atom 17 (H): 0.320, atom 18 (H): 0.328, atom 19 (H): 0.332, atom 20 (H): 0.248, atom 21 (H): 0.483, atom 22 (O): -0.790

Ordering by calculated energy gives the sequence arrangement A, arrangement C, arrangement B, with the first entry being the most stable.

Arrangement A

Below is one molecule with the formula C5H2N2, with properties calculated with wB97M-V/def2-TZVPD.

Positions of all 9 atoms, in Å:
C: 1.0378 -0.9260 1.2024
C: 0.3017 -0.3416 0.2819
C: -0.5038 0.4039 -0.5302
C: 0.0017 1.7076 -0.7191
N: 0.5786 2.6524 -1.0313
C: -1.6017 -0.2878 -1.0537
N: -2.5275 -0.7779 -1.4927
H: 1.8542 -1.7117 1.1108
H: 0.8591 -0.7188 2.2319

Results
* multiplicity: 1
* HOMO energy: -10.6 eV
* HOMO-LUMO gap: 9.767 eV

Want to see where the charge sits? The Mulliken charges in e are: atom 1 (C): -0.581, atom 2 (C): 0.216, atom 3 (C): 0.149, atom 4 (C): 0.196, atom 5 (N): -0.358, atom 6 (C): 0.227, atom 7 (N): -0.343, atom 8 (H): 0.248, atom 9 (H): 0.247

Arrangement B

Below is C5H2N2 as an isolated structure, with properties calculated with wB97M-V/def2-TZVPD.

Positions of all 9 atoms, in Å:
C: 1.0905 1.2201 0.0049
C: 1.0343 -1.2118 0.0766
C: -1.0503 -0.0393 -0.6192
C: -1.3788 -0.0570 0.6278
C: 0.4007 -0.0198 -0.2086
N: 1.4760 2.3055 0.0163
N: 1.6445 -2.1522 0.2766
H: -1.2829 -0.1124 -1.6874
H: -1.9340 0.0668 1.5129

Results
* multiplicity: 1
* HOMO energy (spin up / spin down): -9.8 / -9.8 eV
* HOMO-LUMO gap (spin up / spin down): 8.820 / 8.820 eV

Want to see where the charge sits? The Mulliken charges in e are: atom 1 (C): 0.290, atom 2 (C): 0.375, atom 3 (C): -0.274, atom 4 (C): -0.413, atom 5 (C): 0.005, atom 6 (N): -0.377, atom 7 (N): -0.377, atom 8 (H): 0.381, atom 9 (H): 0.390

Ordering by calculated energy gives the sequence arrangement A, arrangement B, with the first entry being the most stable.

Arrangement A

Below is a 2-piece molecular cluster, C10H18O2S overall, with properties calculated with wB97M-V/def2-TZVPD.

Positions of all 31 atoms, in Å:
C: -0.3356 0.6822 -1.6184
C: 0.2657 0.1567 -0.5463
C: -0.9851 -0.1187 3.1790
C: 0.4555 0.6153 -2.9901
C: 1.6146 -0.5057 -0.4464
C: 1.9385 0.3018 -2.8959
C: 2.2885 -0.7271 -1.8175
C: 0.1478 -0.8913 3.9620
C: -2.2764 -0.8321 2.7701
C: -1.7781 1.2716 -1.5773
O: 1.0671 1.2270 2.3599
O: -2.5623 0.4589 -2.3796
S: -0.1950 0.7231 1.8841
H: 0.0072 -0.2298 -3.4766
H: 0.0406 1.5779 -3.4203
H: 2.2759 0.1610 0.1855
H: 1.4688 -1.4755 0.0869
H: 2.2324 -0.2383 -3.8143
H: 2.4445 1.2350 -2.6570
H: 3.4657 -0.5675 -1.8229
H: 1.9615 -1.6971 -2.1077
H: 0.7831 -1.3604 3.2542
H: -0.5148 -1.7364 4.4051
H: 0.5873 -0.2813 4.8077
H: -2.2860 -1.5833 3.5710
H: -2.1475 -1.3404 1.7209
H: -3.1829 -0.1428 2.9606
H: -1.8312 2.3092 -2.0069
H: -2.0572 1.1613 -0.5135
H: -1.9843 -0.1548 -2.8790
H: -0.9084 2.0016 1.8227

Results
* multiplicity: 1
* HOMO energy (spin up / spin down): -7.4 / -8.0 eV
* HOMO-LUMO gap (spin up / spin down): 6.988 / 8.180 eV

Want to see where the charge sits? The Mulliken charges in e are: atom 1 (C): 0.201, atom 2 (C): -0.374, atom 3 (C): 0.206, atom 4 (C): -0.563, atom 5 (C): -0.443, atom 6 (C): -0.730, atom 7 (C): -0.661, atom 8 (C): -1.038, atom 9 (C): -0.947, atom 10 (C): -0.265, atom 11 (O): -0.628, atom 12 (O): -0.514, atom 13 (S): 0.484, atom 14 (H): 0.391, atom 15 (H): 0.311, atom 16 (H): 0.288, atom 17 (H): 0.328, atom 18 (H): 0.315, atom 19 (H): 0.380, atom 20 (H): 0.234, atom 21 (H): 0.348, atom 22 (H): 0.329, atom 23 (H): 0.330, atom 24 (H): 0.241, atom 25 (H): 0.384, atom 26 (H): 0.244, atom 27 (H): 0.247, atom 28 (H): 0.269, atom 29 (H): 0.152, atom 30 (H): 0.336, atom 31 (H): 0.148

Arrangement B

Below is one molecule with the formula C10H18O2S, with properties calculated with wB97M-V/def2-TZVPD.

Positions of all 31 atoms, in Å:
C: -2.3221 2.3605 -0.0483
C: -0.9552 1.6821 0.0986
C: -0.1443 1.9707 -1.1938
C: -0.2228 2.0199 1.4527
C: -1.3707 0.2790 0.1544
C: -0.7914 -0.9425 0.3055
C: 0.4769 -1.8991 0.0546
C: 0.2226 -3.1498 0.9202
C: 1.8118 -1.2106 0.3354
C: 0.3093 -2.2436 -1.4063
S: -2.5343 -0.9330 -0.0280
O: -3.0098 -0.9839 -1.3947
O: -3.5173 -1.0866 1.0131
H: -2.3707 3.4773 0.0431
H: -2.8434 2.0005 -1.0184
H: -3.0846 2.1110 0.7933
H: 0.9370 1.5209 -1.1653
H: 0.0922 3.1215 -1.3204
H: -0.6258 1.6487 -2.0525
H: -0.1326 3.1233 1.4750
H: 0.6321 1.3844 1.4217
H: -1.0422 1.5874 2.1932
H: 0.7224 -3.1117 1.9049
H: -0.8949 -3.2522 1.1351
H: 0.7668 -3.8739 0.2952
H: 1.8767 -0.5245 1.2307
H: 2.3902 -0.5894 -0.4757
H: 2.4283 -2.1011 0.5441
H: 1.1443 -2.9525 -1.6971
H: 0.2459 -1.3170 -2.0425
H: -0.5605 -2.8321 -1.8156

Results
* multiplicity: 1
* HOMO energy: -9.6 eV
* HOMO-LUMO gap: 10.115 eV

Want to see where the charge sits? The Mulliken charges in e are: atom 1 (C): -1.434, atom 2 (C): 1.933, atom 3 (C): -1.347, atom 4 (C): -1.102, atom 5 (C): -0.826, atom 6 (C): -0.857, atom 7 (C): 2.553, atom 8 (C): -1.406, atom 9 (C): -1.607, atom 10 (C): -1.550, atom 11 (S): 0.974, atom 12 (O): -0.633, atom 13 (O): -0.685, atom 14 (H): 0.361, atom 15 (H): 0.339, atom 16 (H): 0.323, atom 17 (H): 0.196, atom 18 (H): 0.326, atom 19 (H): 0.428, atom 20 (H): 0.408, atom 21 (H): 0.185, atom 22 (H): 0.285, atom 23 (H): 0.344, atom 24 (H): 0.277, atom 25 (H): 0.418, atom 26 (H): 0.270, atom 27 (H): 0.244, atom 28 (H): 0.501, atom 29 (H): 0.414, atom 30 (H): 0.317, atom 31 (H): 0.352

Ordering by calculated energy gives the sequence arrangement B, arrangement A, with the first entry being the most stable.

Arrangement A

Below is one molecule with the formula H3N3O2S, with properties calculated with wB97M-V/def2-TZVPD.

Positions of all 9 atoms, in Å:
N: 0.9601 -1.1502 -0.0531
N: 0.4851 0.0591 0.2474
N: -0.9736 0.1984 0.2407
O: 1.0022 1.1552 0.0643
O: -1.2971 1.4762 0.3315
S: -1.9363 -1.0876 0.2195
H: 0.2766 -1.4336 -0.6609
H: 1.8872 -1.0959 -0.4366
H: -0.4042 1.8785 0.0471

Results
* multiplicity: 1
* HOMO energy (spin up / spin down): -8.2 / -8.5 eV
* HOMO-LUMO gap (spin up / spin down): 8.070 / 7.867 eV

Want to see where the charge sits? The Mulliken charges in e are: atom 1 (N): -0.500, atom 2 (N): 0.912, atom 3 (N): 0.076, atom 4 (O): -0.764, atom 5 (O): -0.432, atom 6 (S): -0.213, atom 7 (H): 0.237, atom 8 (H): 0.274, atom 9 (H): 0.409

Arrangement B

Below is one molecule with the formula H3N3O2S, with properties calculated with wB97M-V/def2-TZVPD.

Positions of all 9 atoms, in Å:
N: -1.3490 0.3819 -0.2862
N: -0.2372 1.1188 0.1272
N: 0.7714 0.3422 -0.0251
O: 0.7141 -0.8579 -0.3371
O: 2.0904 0.8134 0.1527
S: 3.4626 -0.2257 -0.1627
H: -2.2549 0.8077 0.2171
H: -1.2373 -0.5929 -0.4285
H: 3.3792 -0.4064 1.1880

Results
* multiplicity: 1
* HOMO energy: -8.9 eV
* HOMO-LUMO gap: 8.518 eV

Want to see where the charge sits? The Mulliken charges in e are: atom 1 (N): -0.329, atom 2 (N): -0.478, atom 3 (N): 1.223, atom 4 (O): -0.755, atom 5 (O): -0.432, atom 6 (S): 0.028, atom 7 (H): 0.278, atom 8 (H): 0.269, atom 9 (H): 0.196

Ordering by calculated energy gives the sequence arrangement B, arrangement A, with the first entry being the most stable.